9
Properties=species:S:1:pos:R:3:forces:R:3 method="wB97M-V/def2-TZVPD" molar_mass_g_mol=175.00 gap_ha="0.2845 / 0.2849" max_force_ev_per_a=2.74 relative_energy_kcal_mol=132.3 e_homo_ev="-11.0273 / -11.0283"
C 1.142093 -0.502131 0.012119 0.82 -0.37 -0.94
O -1.958577 1.042156 1.394301 -0.29 0.26 0.64
O -0.311258 2.064375 -1.554875 -0.75 -1.42 1.68
O 0.200145 -0.020839 0.948794 -1.19 0.51 0.69
S -1.149947 0.566970 0.338191 1.49 0.76 -2.17
Br -2.096208 -1.301112 -0.476476 0.09 0.12 0.00
H 0.943527 -0.068558 -0.973653 0.11 -0.07 0.04
H 1.097996 -1.594131 -0.030217 -0.11 0.19 0.01
H 2.132230 -0.186732 0.341814 -0.17 0.02 0.05

---

7
Properties=species:S:1:pos:R:3:forces:R:3 method="wB97M-V/def2-TZVPD" molar_mass_g_mol=143.01 gap_ha="0.2848 / 0.2840" max_force_ev_per_a=2.61 relative_energy_kcal_mol=127.3 e_homo_ev="-10.0281 / -10.0257"
C -0.757639 -0.469130 -0.051376 0.66 0.56 -2.47
O 0.994327 2.639744 0.635956 -0.29 -2.01 -1.08
S 0.790936 0.387832 -0.646286 -0.33 0.87 2.23
Br 2.376606 -0.712378 0.372939 -0.18 0.21 -0.07
H -1.271083 -0.282563 -0.983376 -0.67 -0.08 -0.45
H -1.386338 -0.022859 0.660335 0.04 0.87 1.53
H -0.746811 -1.540649 0.011807 0.76 -0.41 0.30

---

7
Properties=species:S:1:pos:R:3:forces:R:3 method="wB97M-V/def2-TZVPD" molar_mass_g_mol=143.01 gap_ha="0.1694 / 0.1751" max_force_ev_per_a=3.29 relative_energy_kcal_mol=116.8 e_homo_ev="-8.3771 / -8.4506"
C -1.110890 0.089651 -0.066698 1.19 0.94 -1.07
O -0.605966 1.278528 0.121597 0.22 1.27 -0.64
S 2.833695 0.760652 0.017829 -0.52 0.61 0.06
Br 2.107376 -1.190286 0.022395 -0.61 -0.45 0.16
H -0.857274 -0.449954 -0.969584 -0.47 0.18 -1.13
H -2.039709 -0.116753 0.364673 -1.63 -0.46 0.85
H -0.327231 -0.371836 0.509791 1.82 -2.08 1.77

---

7
Properties=species:S:1:pos:R:3:forces:R:3 method="wB97M-V/def2-TZVPD" molar_mass_g_mol=156.89 gap_ha="0.2835 / 0.2835" max_force_ev_per_a=4.46 relative_energy_kcal_mol=70.9 e_homo_ev="-8.6842 / -8.6844"
C -0.462565 -0.800969 0.203513 1.54 -3.79 -1.78
P 0.312938 1.911726 -0.336514 -1.79 -1.68 -0.50
P 1.052166 0.092235 0.251634 -0.37 2.06 -0.10
Br -2.206206 -0.295005 -0.296259 0.36 -0.07 0.13
H 0.339595 -1.879620 -1.053424 -1.68 1.82 2.32
H -0.388873 -1.531858 1.035576 -0.71 0.18 -0.74
H 1.352948 2.503493 0.195476 2.66 1.48 0.68

---

7
Properties=species:S:1:pos:R:3:forces:R:3 method="wB97M-V/def2-TZVPD" molar_mass_g_mol=156.89 gap_ha="0.2782 / 0.2809" max_force_ev_per_a=3.20 relative_energy_kcal_mol=69.3 e_homo_ev="-9.0727 / -8.8347"
C -0.892288 -0.625684 0.201234 0.83 -2.19 -2.17
P -0.141428 2.233012 -0.119035 -0.23 -0.47 0.00
P 0.586338 0.364124 0.209882 0.19 0.74 0.04
Br -2.623925 -0.018211 -0.172216 -0.07 -0.04 -0.01
H -0.221173 -1.817461 -1.204948 -1.03 1.87 1.95
H -0.885224 -1.494333 0.843497 -0.10 0.03 0.19
H 1.140472 2.789436 -0.005384 0.40 0.07 0.00

---

6
Properties=species:S:1:pos:R:3:forces:R:3 method="wB97M-V/def2-TZVPD" molar_mass_g_mol=127.01 gap_ha=0.3095 max_force_ev_per_a=1.60 relative_energy_kcal_mol=75.4 e_homo_ev=-9.1897
C -0.991720 -0.796515 1.493862 0.21 -0.72 -0.06
S -1.195973 -2.374273 0.825862 0.40 0.89 0.32
Br -0.888716 -0.883651 3.423714 -0.27 -0.24 -0.85
H -0.020267 1.467418 -0.252289 0.12 0.41 -1.54
H 0.055145 1.688047 -1.011672 -0.13 -0.42 1.53
H -0.957091 -2.021792 -0.475975 -0.33 0.07 0.60